Computed, not measured: a cluster of 2 separate species, C11H12FNO7S in total at a distorted geometry, with ωB97M-V/def2-TZVPD.

As for the net charge: -2. As for the LUMO energy: 3.018 eV. For the largest force on an atom, the calculation gives 5.15 eV/A. The value obtained for the energy relative to the best compared isomer or geometry (same formula, charge and spin) is 31.1 kcal/mol. Its HOMO energy is 0.30 eV.

Bonds (Å) are listed after each position.
Element x y z (Å)
1 C 2.25584 -3.12748 -0.05797  C2 1.407, H12 1.119, H13 1.118
2 C 0.88494 -3.20132 0.24868  C1 1.407, N3 1.486, H14 1.117
3 N 0.13432 -1.92414 0.13793  C2 1.486, C4 1.482, S8 1.746
4 C -0.79230 -1.74492 1.28092  N3 1.482, C5 1.578, H15 1.121, H16 1.132
5 C -0.08443 -1.60541 2.68384  C4 1.578, C6 1.575, O7 1.441, H17 1.125
6 C 1.38135 -1.03158 2.63026  C5 1.575, H18 1.117, H19 1.130, H20 1.125
7 O -0.08903 -2.86921 3.37588  C5 1.441, H21 0.967
8 S -0.78171 -2.13487 -1.33320  N3 1.746, O9 1.494, O10 1.496, F11 1.616
9 O 0.15172 -2.67888 -2.36542  S8 1.494
10 O -1.90967 -3.10117 -1.15359  S8 1.496
11 F -1.35892 -0.72822 -1.87942  S8 1.616
12 H 2.98396 -3.34353 0.76322  C1 1.119
13 H 2.59803 -2.84700 -1.08434  C1 1.118
14 H 0.33973 -4.13713 0.52094  C2 1.117
15 H -1.50294 -0.88732 1.15338  C4 1.121
16 H -1.43828 -2.67229 1.33850  C4 1.132
17 H -0.70457 -0.92086 3.32559  C5 1.125
18 H 1.59457 -0.37551 1.75199  C6 1.117
19 H 2.07265 -1.92152 2.55289  C6 1.130
20 H 1.65504 -0.53920 3.60460  C6 1.125
21 H 0.47471 -3.49159 2.89571  O7 0.967
22 C -0.03699 4.96014 -1.31654  C23 1.370, C28 1.464, H32 1.087
23 C 0.75950 3.85861 -1.14867  C22 1.370, C24 1.538, O31 1.265
24 C 0.10585 2.54180 -1.60140  C23 1.538, O25 1.238, C26 1.464
25 O 0.69881 1.45471 -1.59370  C24 1.238
26 C -1.28530 2.58196 -2.05494  C24 1.464, C27 1.372, H33 1.084
27 C -2.08740 3.68382 -2.20984  C26 1.372, C28 1.538, O30 1.262
28 C -1.39600 5.01195 -1.85749  C22 1.464, C27 1.538, O29 1.235
29 O -1.92874 6.11640 -2.00233  C28 1.235
30 O -3.28694 3.71799 -2.60102  C27 1.262
31 O 1.93381 3.81584 -0.68146  C23 1.265
32 H 0.34790 5.93605 -1.03279  C22 1.087
33 H -1.68950 1.60390 -2.29022  C26 1.084



Computed, not measured: the molecule C11H12N2O at a distorted geometry, with ωB97M-V/def2-TZVPD.

As for the net charge: 0. As for the LUMO energy: 0.480 eV. For the largest force on an atom, the calculation gives 6.05 eV/A. The value obtained for the energy relative to the best compared isomer or geometry (same formula, charge and spin) is 142.0 kcal/mol. Its HOMO energy is -7.91 eV.

Bonds (Å) are listed after each position.
Element x y z (Å)
1 C 2.04709 -2.87995 -1.93682  C2 1.388, C3 1.366, H15 1.147
2 C 1.61935 -3.30787 -0.68724  C1 1.388, C4 1.407, H16 1.059
3 C 1.67731 -1.67096 -2.45420  C1 1.366, C5 1.419, H17 1.000
4 C 0.89494 -2.41258 0.12095  C2 1.407, C6 1.369, H18 1.073
5 C 0.76866 -0.89668 -1.68793  C3 1.419, C6 1.365, H19 1.107
6 C 0.44181 -1.23369 -0.40673  C4 1.369, C5 1.365, N13 1.347
7 C -1.14850 1.85899 1.68196  C8 1.467, C9 1.322
8 C -1.32275 1.72288 0.23149  C7 1.467, C11 1.551, N12 1.287
9 C -1.43193 2.73195 2.63406  C7 1.322, H20 1.040, H21 1.097
10 C -0.12762 -0.18708 1.66704  N13 1.460, O14 1.425, H22 1.076
11 C -1.95912 2.87017 -0.59549  C8 1.551, H23 1.028, H24 1.111, H25 1.080
12 N -1.12270 0.58735 -0.34001  C8 1.287, N13 1.389
13 N -0.42812 -0.45340 0.26377  C6 1.347, C10 1.460, N12 1.389
14 O 1.25274 0.02470 1.95248  C10 1.425, H26 0.990
15 H 2.63913 -3.58260 -2.62316  C1 1.147
16 H 1.75869 -4.31749 -0.40019  C2 1.059
17 H 1.90309 -1.35799 -3.37700  C3 1.000
18 H 0.42660 -2.71470 1.03797  C4 1.073
19 H 0.41347 -0.01692 -2.25778  C5 1.107
20 H -1.18454 2.45629 3.60572  C9 1.040
21 H -1.84321 3.69154 2.29757  C9 1.097
22 H -0.46791 -0.95646 2.33738  C10 1.076
23 H -1.27598 3.34621 -1.19869  C11 1.028
24 H -2.27581 3.59821 0.18189  C11 1.111
25 H -2.81473 2.59062 -1.19242  C11 1.080
26 H 1.56004 0.50946 1.14537  O14 0.990



Computed, not measured: the molecule C11H12N2O at a distorted geometry, with ωB97M-V/def2-TZVPD.

As for the net charge: 0. As for the LUMO energy: 0.122 eV. Its SMILES is OCCNc1ccnc2ccccc12. For the largest force on an atom, the calculation gives 4.82 eV/A. The value obtained for the energy relative to the best compared isomer or geometry (same formula, charge and spin) is 62.0 kcal/mol. Its HOMO energy is -8.54 eV.

Bonds (Å) are listed after each position.
Element x y z (Å)
1 O -3.18190 -0.00389 -1.86796  C2 1.415, H15 0.966
2 C -3.41319 0.60491 -0.61123  O1 1.415, C3 1.497, H16 1.177, H17 1.103
3 C -2.30039 1.35319 0.05313  C2 1.497, N4 1.427, H18 1.133, H19 1.067
4 N -1.00927 1.06743 -0.48436  C3 1.427, C5 1.439, H20 0.941
5 C -0.31826 -0.16207 -0.20090  N4 1.439, C6 1.384, C14 1.413
6 C -0.94683 -1.36966 -0.45042  C5 1.384, C7 1.448, H21 1.071
7 C -0.13292 -2.50574 -0.07310  C6 1.448, N8 1.296, H22 1.015
8 N 1.09707 -2.44255 0.33137  C7 1.296, C9 1.333
9 C 1.72954 -1.26979 0.35956  N8 1.333, C10 1.451, C14 1.453
10 C 3.15695 -1.15422 0.59080  C9 1.451, C11 1.372, H23 1.134
11 C 3.83093 0.03264 0.73346  C10 1.372, C12 1.436, H24 1.166
12 C 3.01864 1.20722 0.88423  C11 1.436, C13 1.421, H25 1.038
13 C 1.68188 1.24169 0.40247  C12 1.421, C14 1.425, H26 1.074
14 C 1.02720 -0.00749 0.20097  C5 1.413, C9 1.453, C13 1.425
15 H -2.24013 -0.21243 -1.82242  O1 0.966
16 H -3.59018 -0.29733 0.12363  C2 1.177
17 H -4.39398 1.10432 -0.54176  C2 1.103
18 H -2.41747 1.19919 1.16957  C3 1.133
19 H -2.45824 2.38458 -0.17081  C3 1.067
20 H -0.43949 1.81432 -0.43637  N4 0.941
21 H -1.93963 -1.44064 -0.84672  C6 1.071
22 H -0.42697 -3.47449 -0.00473  C7 1.015
23 H 3.83952 -2.05625 0.50999  C10 1.134
24 H 4.98249 0.06533 0.91303  C11 1.166
25 H 3.54105 2.09274 1.02415  C12 1.038
26 H 1.30356 2.22899 0.21444  C13 1.074



Computed, not measured: the molecule C11H12N2OS at a distorted geometry, with ωB97M-V/def2-TZVPD.

As for the net charge: 0. As for the LUMO energy: -0.372 eV. For the largest force on an atom, the calculation gives 1.44 eV/A. The value obtained for the energy relative to the best compared isomer or geometry (same formula, charge and spin) is 48.6 kcal/mol. Its HOMO energy is -8.13 eV.

Bonds (Å) are listed after each position.
Element x y z (Å)
1 C 1.54456 3.03992 0.03565  C9 1.494, N12 1.267, H16 1.079
2 C -0.20218 -0.28428 0.56953  C3 1.377, C5 1.512, C10 1.389
3 C -0.88910 -0.53747 -0.59649  C2 1.377, C6 1.493, S15 1.730
4 C 2.21924 1.29474 -2.06006  C11 1.436, N13 1.390, O14 1.218
5 C -0.34946 -1.23120 1.73967  C2 1.512, C7 1.525, H17 1.095, H18 1.091
6 C -2.07356 -1.44117 -0.68998  C3 1.493, C8 1.529, H19 1.096, H20 1.091
7 C -1.70819 -1.92446 1.73204  C5 1.525, C8 1.523, H21 1.091, H22 1.092
8 C -1.98040 -2.54297 0.36664  C6 1.529, C7 1.523, H23 1.091, H24 1.091
9 C 0.54467 1.96204 -0.22954  C1 1.494, C10 1.502, C11 1.493, H25 1.096
10 C 0.72305 0.74895 0.63839  C2 1.389, C9 1.502, H26 1.080
11 C 0.94114 1.15398 -1.42065  C4 1.436, C9 1.493, S15 1.725
12 N 2.67237 3.14208 -0.53326  C1 1.267, N13 1.344
13 N 3.03265 2.26302 -1.48420  C4 1.390, N12 1.344, H27 1.012
14 O 2.59656 0.66675 -3.03324  C4 1.218
15 S -0.19393 0.03134 -2.07469  C3 1.730, C11 1.725
16 H 1.31761 3.79248 0.77470  C1 1.079
17 H 0.44275 -1.98339 1.67098  C5 1.095
18 H -0.20973 -0.68522 2.67392  C5 1.091
19 H -2.98570 -0.85808 -0.52094  C6 1.096
20 H -2.13804 -1.86909 -1.69179  C6 1.091
21 H -1.72281 -2.69597 2.50377  C7 1.091
22 H -2.49209 -1.20159 1.96713  C7 1.092
23 H -2.91034 -3.11279 0.38489  C8 1.091
24 H -1.16912 -3.22613 0.10957  C8 1.091
25 H -0.48557 2.33582 -0.25220  C9 1.096
26 H 1.54634 0.71893 1.33696  C10 1.080
27 H 3.92928 2.44376 -1.91680  N13 1.012



Question: The lowest net charge belongs to which entry?
Answer: C11H12FNO7S



Question: Number 3 is which compound?
Answer: C11H12N2O